66
Properties=species:S:1:pos:R:3:forces:R:3 method="wB97M-V/def2-TZVPD" homo_ev=-8.84 smiles=CC(C)O.CC(C)O.CC(C)O.CO.CO.CO.CO.CO spin_multiplicity=1 orbital_gap_ev=9.159
C 3.90122 -19.43412 3.60548 0.408 1.025 -0.658
C 2.49702 -19.96216 3.88827 0.715 0.915 -1.914
C 1.87439 -20.67209 2.69850 1.539 0.738 0.155
O 2.61930 -20.88569 4.90635 -1.317 -0.434 -3.396
H 3.84515 -18.58885 2.91956 0.012 -0.098 -0.315
H 4.59741 -20.16595 3.19579 -0.324 -0.355 -0.177
H 4.43944 -18.98506 4.44020 -0.464 -0.805 -0.046
H 1.84849 -19.13830 4.18618 0.033 0.146 0.320
H 1.70321 -20.11125 1.77967 0.916 1.091 2.458
H 0.97721 -21.22034 2.98589 -0.045 0.203 0.013
H 2.60494 -21.38758 2.32105 -0.316 0.380 0.173
H 3.07242 -21.56908 4.40709 -0.057 -0.345 0.411
C 6.02862 -16.68683 3.53135 -0.044 0.827 0.712
C 5.48844 -16.25840 4.90526 0.714 -1.803 -1.677
C 4.08582 -16.73081 5.12698 -1.522 2.331 0.293
O 6.28498 -16.86954 5.84835 1.567 -0.346 1.570
H 6.96061 -16.13643 3.40283 0.060 -0.182 -0.397
H 5.28684 -16.36404 2.80081 0.260 -0.245 -0.370
H 6.23531 -17.75674 3.50555 -0.190 0.053 -0.110
H 5.68572 -15.19035 4.99717 -1.002 0.387 -0.159
H 3.54951 -16.19300 4.34516 -0.832 -0.212 0.019
H 3.78599 -16.28355 6.07469 -0.413 0.080 0.158
H 3.75194 -17.76688 5.18343 0.844 0.579 -0.149
H 6.03528 -16.42040 6.65922 0.348 -0.376 0.541
C 2.67014 -23.86943 5.34743 1.153 -0.783 -0.458
C 3.87033 -23.28164 4.55868 0.011 -1.962 2.105
C 4.93174 -24.33882 4.25636 -0.700 1.268 -0.693
O 3.34294 -22.68372 3.39116 1.615 -1.361 -0.283
H 2.37672 -24.83882 4.94458 -0.370 0.114 -0.780
H 1.87027 -23.12915 5.33010 0.214 -1.398 -0.135
H 2.97409 -24.21606 6.33513 -0.058 0.815 0.404
H 4.31819 -22.51439 5.19023 0.010 0.309 -0.231
H 4.42218 -25.02162 3.57647 0.411 -0.672 0.184
H 5.33858 -24.78080 5.16588 -0.123 -0.163 -0.248
H 5.69504 -23.80966 3.68588 0.366 -0.338 0.069
H 2.97431 -23.40611 2.87749 -0.345 -0.005 -0.314
C 3.62181 -19.18110 0.34787 -0.505 -0.352 0.371
O 3.07296 -20.07322 -0.59277 1.470 -0.133 -1.401
H 2.75788 -18.76625 0.86713 0.354 0.512 0.503
H 4.18927 -19.81631 1.02802 0.040 0.368 -0.040
H 4.24079 -18.37175 -0.03931 0.075 -0.100 -0.296
H 2.42693 -19.60039 -1.12257 0.383 0.102 -0.344
C 4.87683 -19.53668 6.88381 -1.238 -1.120 -0.019
O 3.89518 -20.55241 6.60713 3.438 -0.065 2.537
H 5.67297 -19.90179 7.53262 -0.289 -0.236 0.237
H 5.37996 -19.25656 5.95834 -0.071 0.587 0.247
H 4.27426 -18.78378 7.39190 0.816 0.834 -0.090
H 3.19434 -20.22762 6.03710 1.223 -0.018 0.797
C 0.69760 -20.64412 0.53776 -1.024 0.175 -2.579
O -0.25034 -21.23619 -0.32114 -1.245 -0.632 0.191
H 1.37026 -21.36708 0.99922 -0.881 -0.497 -1.278
H 1.28923 -19.99025 -0.10298 -0.403 -0.160 0.991
H 0.28443 -20.00730 1.31998 -1.120 -0.705 -0.909
H -0.08137 -21.11023 -1.25772 0.312 0.165 0.261
C -0.75147 -18.81841 2.97576 -0.443 -1.281 -0.361
O -1.92177 -18.23648 3.46758 0.094 0.828 0.724
H -1.13327 -19.75822 2.57692 0.320 0.074 -0.583
H -0.27430 -18.19591 2.21885 0.076 -0.076 -0.216
H -0.00747 -19.15336 3.69852 -0.194 0.532 0.513
H -1.64647 -17.41994 3.89075 -0.364 0.193 0.221
C 0.93495 -21.43709 6.55528 -1.364 0.201 0.763
O 1.26539 -20.05986 6.62386 -0.353 0.259 0.840
H 1.64799 -22.06671 6.02306 -0.879 1.358 1.164
H 0.79729 -21.86929 7.54643 0.023 0.301 0.228
H -0.03608 -21.41140 6.06076 -0.244 -0.926 -0.234
H 1.78537 -19.94656 5.82487 -1.080 0.431 0.686